{
  "formula": "C35H47BN9PbS3",
  "method": "the ωB97M-V functional and the def2-TZVPD basis",
  "multiplicity": 1,
  "charge": 1,
  "e_tot_ev": -88893.773,
  "orbital_gap_ev": 7.56,
  "de_lowest_ev": 0.2566,
  "lumo_energy_ev": -3.491,
  "species": ["Pb", "C", "C", "C", "C", "N", "N", "B", "N", "N", "C", "C", "C", "C", "C", "C", "C", "C", "N", "N", "C", "C", "C", "C", "C", "C", "C", "C", "C", "C", "C", "C", "H", "H", "H", "H", "H", "H", "H", "H", "H", "H", "H", "H", "H", "H", "H", "H", "H", "H", "H", "H", "H", "H", "H", "H", "H", "H", "H", "H", "H", "H", "H", "H", "H", "H", "H", "H", "H", "H", "H", "H", "S", "C", "S", "S", "N", "C", "C", "C", "C", "C", "C", "C", "N", "C", "C", "N", "C", "H", "H", "H", "H", "H", "H", "H"],
  "positions_angstrom": [[6.92852, -16.08912, 7.75332], [8.69822, -12.97824, 12.32660], [7.81900, -13.15424, 11.17540], [6.69352, -12.41966, 10.84752], [6.37670, -12.80658, 9.51478], [7.26642, -13.70476, 9.09037], [8.14674, -13.92268, 10.09480], [9.22435, -14.93573, 9.96635], [8.47090, -16.27522, 10.42355], [7.19814, -16.50184, 9.98077], [6.66430, -17.46435, 10.71636], [7.55124, -17.76714, 11.75789], [8.68649, -17.01229, 11.54366], [9.90317, -16.76414, 12.39944], [5.33745, -18.20701, 10.57722], [4.39589, -17.64192, 11.65132], [4.49528, -17.87134, 9.32586], [5.62432, -19.72708, 10.75664], [9.84374, -15.02179, 8.59217], [9.11587, -15.35630, 7.51240], [9.80597, -15.15659, 6.41781], [11.01337, -14.51280, 6.74116], [11.03869, -14.51214, 8.13750], [12.19589, -14.08206, 8.99971], [9.22449, -15.21837, 4.97851], [8.11452, -14.13712, 4.95109], [10.21290, -14.75299, 3.93079], [8.56800, -16.52269, 4.56501], [5.26030, -12.29708, 8.71561], [3.94030, -12.78322, 9.36384], [5.18762, -10.74267, 8.83154], [5.28872, -12.83960, 7.26565], [8.85313, -11.91218, 12.54134], [9.66191, -13.56116, 12.28546], [8.16352, -13.23316, 13.23181], [6.06493, -11.76186, 11.42934], [10.09923, -14.82410, 10.79183], [7.39167, -18.45458, 12.58967], [10.82242, -17.08580, 11.97684], [9.78014, -17.24554, 13.32588], [10.11073, -15.69337, 12.58560], [4.27564, -16.58953, 11.45279], [4.55788, -17.88692, 12.68515], [3.42196, -18.14585, 11.49787], [4.14415, -16.82642, 9.32701], [3.58932, -18.55362, 9.27179], [5.03503, -17.92818, 8.35176], [6.28417, -20.07851, 11.52372], [6.09885, -20.15530, 9.86718], [4.63375, -20.25953, 11.00886], [11.78805, -14.19643, 6.13096], [11.94227, -13.24293, 9.61222], [12.97369, -13.77671, 8.30658], [12.47193, -14.96592, 9.58676], [8.38273, -13.10781, 5.23192], [7.36025, -14.43312, 5.66088], [7.73136, -14.06261, 3.92899], [10.78924, -13.91545, 4.30949], [9.66602, -14.32440, 3.04975], [10.83911, -15.56890, 3.58985], [7.53260, -16.64319, 4.76453], [9.10915, -17.39151, 4.81396], [8.67101, -16.48442, 3.46791], [3.66341, -12.35631, 10.30944], [4.15677, -13.86719, 9.50147], [3.16152, -12.64245, 8.59677], [5.30433, -10.47854, 9.86210], [4.25254, -10.31944, 8.63500], [5.98506, -10.26430, 8.24772], [5.20457, -13.93809, 7.32970], [6.23653, -12.74508, 6.74165], [4.41120, -12.58763, 6.63027], [14.18578, -19.57564, 7.34387], [13.53539, -18.38384, 8.30196], [13.59965, -17.82010, 9.77067], [12.73917, -18.04333, 6.80941], [14.07010, -24.12887, 10.36634], [13.28408, -23.47211, 9.85850], [12.36111, -22.50854, 9.28931], [11.89153, -22.71654, 7.96490], [10.94701, -21.83551, 7.47857], [10.35135, -20.80224, 8.25770], [10.80169, -20.60275, 9.55243], [11.83512, -21.43257, 10.02286], [9.30238, -20.08352, 7.68576], [8.13922, -20.62264, 6.99944], [7.32382, -19.55222, 6.81000], [7.93881, -18.43383, 7.27064], [9.10707, -18.75697, 7.78978], [12.24006, -23.50597, 7.33878], [10.56649, -22.07022, 6.47406], [10.27263, -19.84151, 10.24143], [12.15865, -21.37234, 11.05311], [8.12213, -21.67091, 7.07923], [6.32267, -19.56687, 6.39076], [9.86382, -18.13865, 8.19931]],
  "forces_ev_per_angstrom": [[-0.4, 0.6, -0.4], [0.9, -0.1, 1.4], [0.0, 0.4, -1.3], [-0.4, -0.8, -0.9], [1.6, -0.3, 1.3], [-0.5, -0.3, -0.6], [-0.7, 2.0, 0.4], [0.5, -1.3, 1.5], [0.2, 0.0, 0.2], [0.4, -0.6, -0.8], [-0.1, -0.9, 0.8], [0.3, -0.5, 0.6], [0.3, 1.3, -0.4], [-0.5, 1.0, -0.6], [0.1, 0.6, 0.4], [-1.2, -1.3, 0.0], [0.1, -0.6, -1.3], [-2.1, -0.6, -0.5], [1.6, 0.7, -0.9], [-1.1, -1.3, 0.2], [0.5, 1.3, -2.2], [-1.3, -1.5, 2.3], [-0.4, 0.2, -0.1], [-0.8, -0.9, -0.7], [-0.9, 1.3, 1.4], [0.0, 0.3, 0.0], [0.0, 0.4, -0.6], [1.0, 0.7, -2.0], [-1.8, 1.4, -0.7], [0.7, -1.7, -1.4], [2.0, -0.9, -0.2], [-0.5, -1.0, 0.2], [0.5, -0.2, -0.6], [-1.1, 0.9, 0.0], [-0.1, -0.7, 0.4], [0.5, 0.1, 0.2], [-0.1, 0.3, -0.5], [0.0, 0.3, -0.4], [0.7, -0.7, -0.7], [-0.1, -0.7, 1.2], [-0.6, -0.5, 0.0], [-0.1, 0.4, 0.4], [0.9, 0.2, 0.5], [0.2, 0.5, -0.2], [0.0, -0.3, 0.4], [1.1, 0.8, 0.0], [-0.2, -0.6, 0.6], [0.4, 0.7, 0.9], [-0.5, 0.1, -0.3], [1.3, 0.7, -0.8], [1.2, 0.4, -1.0], [-0.1, 0.4, 0.6], [0.3, -0.1, 0.2], [0.3, 0.5, 0.1], [0.5, -0.4, 0.0], [-0.7, 0.0, -0.1], [-0.4, -0.2, 0.2], [0.3, -0.1, -0.1], [0.4, -0.7, 0.7], [0.4, 0.0, -0.1], [-0.9, 0.0, 0.5], [0.7, -1.1, 0.8], [-0.5, -0.2, 0.1], [0.1, 0.4, 0.3], [-0.9, 0.4, 0.1], [0.0, -0.1, 0.6], [0.5, 0.1, 0.7], [-1.6, 0.3, -1.1], [-0.3, 0.1, 0.1], [-0.2, 0.1, 0.2], [0.0, 0.7, 0.0], [0.7, 0.5, 0.5], [0.1, -0.7, -1.2], [-0.3, 0.7, 0.6], [0.0, 0.4, 1.1], [0.1, -0.4, -0.5], [0.4, -0.6, 0.2], [-0.5, 1.4, -0.1], [-0.7, -0.1, -1.0], [-0.2, 1.3, 1.3], [-0.8, -0.2, -0.4], [1.5, -1.8, -0.6], [-0.4, 0.8, 0.9], [-0.1, -0.7, 0.4], [-2.2, 0.3, -1.0], [2.3, 1.3, 2.1], [0.0, -1.1, -0.1], [0.2, 1.8, 0.5], [-0.8, -1.3, -0.6], [0.3, -0.5, -0.1], [0.1, 0.6, 0.4], [1.1, -1.3, -1.2], [0.0, 0.3, 0.0], [-0.7, -1.0, -0.7], [0.3, 0.2, 0.1], [0.3, 0.8, 0.3]],
  "lowdin_charge": [1.42, -0.02, -0.25, 0.05, -0.26, 0.06, 0.01, -0.56, 0.04, -0.06, -0.24, 0.03, -0.22, 0.01, -0.51, -0.05, -0.09, -0.03, 0.05, -0.06, -0.22, 0.05, -0.21, 0.00, -0.52, -0.06, -0.05, -0.05, -0.53, -0.03, -0.02, -0.06, 0.10, 0.08, 0.09, 0.12, 0.11, 0.13, 0.06, 0.07, 0.07, 0.08, 0.09, 0.10, 0.07, 0.12, 0.01, 0.06, 0.08, 0.12, 0.09, 0.08, 0.09, 0.06, 0.11, -0.01, 0.10, 0.08, 0.11, 0.09, 0.05, 0.07, 0.10, 0.08, 0.09, 0.09, 0.06, 0.06, 0.10, 0.00, 0.06, 0.10, 0.66, -1.81, 0.67, 0.57, 0.18, -0.17, -0.21, -0.02, -0.01, -0.22, 0.00, -0.02, -0.01, 0.03, -0.13, -0.06, -0.14, 0.12, 0.13, 0.15, 0.12, 0.11, 0.12, 0.12]
}



{
  "formula": "C35H47BrN4P2Zn",
  "method": "the ωB97M-V functional and the def2-TZVPD basis",
  "multiplicity": 1,
  "charge": 2,
  "e_tot_ev": -180040.697,
  "orbital_gap_ev": 5.78,
  "de_lowest_ev": 0.0000,
  "lumo_energy_ev": -6.257,
  "species": ["N", "C", "C", "C", "C", "C", "C", "Zn", "P", "C", "C", "C", "C", "C", "C", "C", "Br", "H", "H", "H", "H", "H", "H", "H", "H", "H", "H", "P", "C", "C", "H", "H", "H", "H", "H", "C", "C", "H", "H", "H", "H", "H", "C", "C", "H", "H", "H", "H", "H", "C", "C", "H", "H", "H", "H", "H", "C", "C", "H", "H", "H", "H", "H", "C", "C", "H", "H", "H", "H", "H", "N", "C", "C", "C", "C", "C", "C", "C", "N", "C", "C", "N", "C", "H", "H", "H", "H", "H", "H", "H"],
  "positions_angstrom": [[-6.75508, 5.08462, -5.91751], [-6.63483, 5.63513, -4.71614], [-5.73157, 5.16816, -3.74825], [-4.96669, 4.00813, -4.01244], [-5.18708, 3.40531, -5.27257], [-6.06267, 3.98789, -6.18738], [-3.99472, 3.43956, -3.08654], [0.05956, -0.37203, 0.24237], [5.39540, -0.89418, -0.47714], [-3.26303, 2.33657, -3.39173], [-2.16121, 1.89285, -2.59865], [-1.07708, 1.28681, -3.26308], [0.10416, 1.07104, -2.56859], [0.16307, 1.49632, -1.22319], [-1.00997, 1.79642, -0.49372], [-2.17055, 2.06622, -1.19859], [1.86324, 1.82761, -0.33454], [-3.80206, 4.02204, -2.17906], [-3.45635, 1.78573, -4.32161], [-5.63230, 5.70125, -2.81255], [-4.69719, 2.49496, -5.58877], [-7.25227, 6.50939, -4.51099], [-6.17855, 3.58014, -7.18838], [-1.14336, 1.12606, -4.35243], [-3.07274, 2.43904, -0.69264], [0.97281, 0.62906, -3.06537], [-0.98813, 1.89807, 0.59323], [-0.57178, -2.29816, -0.58211], [5.22887, 0.89675, -0.26577], [6.45488, 1.61598, -0.81259], [5.11515, 1.07969, 0.81376], [4.30849, 1.18769, -0.79019], [6.39680, 2.67473, -0.55798], [7.37813, 1.22725, -0.37266], [6.53195, 1.54381, -1.90127], [4.71233, -1.25950, -2.12915], [5.55376, -2.36098, -2.79287], [4.77152, -0.32574, -2.70664], [3.65390, -1.54030, -2.03462], [5.27009, -2.47250, -3.84513], [6.62148, -2.10434, -2.75298], [5.40867, -3.32912, -2.29521], [4.27702, -1.56802, 0.79223], [5.17167, -1.95414, 1.97987], [3.74480, -2.43526, 0.38113], [3.56334, -0.78679, 1.07726], [4.67364, -2.69670, 2.60628], [6.11932, -2.39336, 1.63833], [5.40671, -1.08018, 2.60263], [-0.49588, -3.61024, 0.65775], [-1.63177, -4.62743, 0.64985], [-0.42872, -3.12156, 1.64243], [0.46897, -4.10818, 0.48110], [-2.55488, -4.21588, 1.07479], [-1.84359, -5.00978, -0.35586], [-1.33078, -5.47360, 1.27778], [0.76463, -2.55113, -1.79280], [0.32879, -2.46115, -3.25167], [1.17916, -3.53984, -1.54489], [1.55383, -1.79994, -1.59699], [-0.55532, -3.07481, -3.44904], [0.11165, -1.42807, -3.54936], [1.14084, -2.82268, -3.89006], [-2.13567, -2.23196, -1.47384], [-3.38836, -1.84814, -0.69173], [-2.25200, -3.22948, -1.91809], [-2.01408, -1.51826, -2.30572], [-4.26910, -2.20192, -1.22218], [-3.42710, -2.26469, 0.30973], [-3.50760, -0.77075, -0.61702], [0.83518, 1.39061, 10.79978], [0.52947, 1.15604, 9.69521], [0.18449, 0.85533, 8.33287], [-1.10029, 0.43940, 7.97393], [-1.41601, 0.16909, 6.63748], [-0.40360, 0.23403, 5.67540], [0.89959, 0.61351, 6.02170], [1.16928, 0.96442, 7.34723], [-0.72018, -0.01389, 4.32997], [-2.00361, -0.07954, 3.75140], [-1.82602, -0.23876, 2.41728], [-0.44880, -0.28385, 2.15842], [0.17809, -0.15778, 3.32645], [-1.85988, 0.33242, 8.73854], [-2.43361, -0.09078, 6.35113], [1.67896, 0.67895, 5.26180], [2.16031, 1.32187, 7.61268], [-2.91461, 0.03332, 4.32127], [-2.57389, -0.29962, 1.63082], [1.24052, -0.15830, 3.49640]],
  "forces_ev_per_angstrom": [[-0.5, 0.3, 0.0], [0.6, -0.2, 0.3], [0.2, -0.6, -0.3], [-1.2, 0.3, -1.1], [-0.3, 0.4, 0.0], [0.5, -0.1, 0.5], [0.5, -0.4, -0.3], [0.1, 1.5, 0.6], [1.7, -0.6, 0.0], [-1.4, 0.8, -0.3], [0.0, -0.1, 0.5], [0.2, 0.1, 0.3], [0.2, 0.3, 0.0], [0.0, -0.8, 0.5], [0.2, 0.6, -0.1], [0.0, -0.4, -0.3], [-0.7, -0.8, -0.2], [0.0, -0.3, -0.2], [0.2, 0.4, 0.4], [0.0, 0.0, 0.1], [0.1, 0.1, 0.1], [0.2, -0.2, -0.1], [0.0, -0.1, 0.2], [0.1, -0.1, 0.7], [0.5, -0.4, -0.2], [-0.1, 0.5, 0.2], [0.2, 0.5, -0.3], [0.1, 0.0, -0.7], [-0.4, 0.1, -0.1], [0.0, 0.5, 0.1], [0.0, 0.1, -0.2], [0.3, 0.3, 0.2], [0.1, 0.1, -0.1], [-0.2, 0.0, -0.1], [0.0, -0.1, 0.1], [-0.2, 0.1, -0.1], [-0.2, 0.0, -0.3], [-0.1, -0.2, 0.0], [0.1, 0.0, -0.3], [0.1, -0.1, 0.1], [-0.3, -0.1, 0.0], [0.1, 0.2, -0.1], [0.0, 0.0, 0.0], [-0.2, -0.3, 0.3], [0.0, 0.1, 0.1], [-0.3, -0.2, 0.1], [0.0, 0.1, 0.2], [-0.3, 0.2, 0.1], [0.0, -0.2, -0.2], [0.1, -0.1, 0.5], [-0.2, -0.3, 0.1], [0.0, -0.2, -0.3], [-0.2, 0.1, 0.1], [0.2, -0.1, -0.2], [0.0, 0.0, 0.2], [-0.2, 0.1, -0.2], [0.4, -0.4, -0.2], [0.1, -0.1, -0.3], [0.1, 0.2, -0.3], [-0.2, -0.5, 0.0], [0.2, 0.1, -0.1], [0.0, -0.3, 0.1], [-0.2, 0.1, 0.1], [-0.4, -0.2, -0.5], [-0.1, 0.0, 0.1], [-0.1, 0.2, 0.0], [0.2, -0.3, 0.2], [0.0, -0.1, 0.0], [0.0, -0.1, 0.1], [0.2, 0.2, 0.1], [-0.7, -0.5, -2.5], [0.6, 0.5, 2.4], [0.0, -0.2, -0.5], [-0.1, 0.0, -0.3], [0.5, 0.0, 0.3], [0.2, 0.4, 1.5], [-0.4, 0.2, 0.4], [0.2, -0.2, -0.5], [-0.6, -0.4, -2.0], [0.7, 0.2, 0.3], [0.6, 0.0, 0.3], [-0.1, 0.3, 0.4], [-1.1, 0.1, 0.1], [0.0, 0.1, -0.1], [0.3, 0.0, 0.3], [-0.2, 0.1, 0.4], [-0.2, -0.1, 0.0], [0.2, 0.0, -0.1], [0.3, 0.0, 0.2], [0.0, -0.1, -0.2]],
  "lowdin_charge": [0.07, -0.12, 0.00, -0.21, -0.01, -0.12, 0.00, 0.63, 0.94, -0.05, -0.21, 0.00, -0.11, -0.70, -0.18, 0.00, 0.90, 0.13, 0.11, 0.11, 0.09, 0.12, 0.12, 0.15, 0.14, 0.12, 0.10, 0.89, -0.48, -0.16, 0.08, -0.03, 0.07, 0.07, 0.07, -0.43, -0.17, 0.08, 0.04, 0.07, 0.07, 0.07, -0.45, -0.18, 0.07, 0.03, 0.06, 0.06, 0.07, -0.37, -0.11, 0.07, 0.09, 0.07, 0.08, 0.09, -0.38, -0.12, 0.10, 0.05, 0.08, 0.05, 0.10, -0.37, -0.12, 0.10, 0.09, 0.09, 0.06, 0.06, 0.19, -0.15, -0.21, 0.01, 0.02, -0.19, 0.01, 0.01, 0.01, 0.02, -0.10, -0.07, -0.07, 0.13, 0.11, 0.11, 0.13, 0.13, 0.10, 0.14]
}